{"formula": "C19H21FN4O2", "method": "ωB97M-V/def2-TZVPD", "symbols": ["O", "F", "N", "O", "C", "C", "C", "C", "C", "C", "C", "C", "C", "C", "C", "C", "N", "N", "N", "C", "C", "C", "C", "C", "C", "C", "H", "H", "H", "H", "H", "H", "H", "H", "H", "H", "H", "H", "H", "H", "H", "H", "H", "H", "H", "H", "H"], "positions_angstrom": [[1.6815, 0.2457, 2.2718], [-5.5403, 0.2885, -1.9216], [5.1670, -0.1002, -2.5822], [-2.9761, -2.3713, 1.0940], [1.4967, 0.5801, 1.1300], [4.3344, -0.0771, -1.6167], [1.7144, 2.6631, -1.2941], [1.8526, 3.0984, -2.6489], [2.4347, 1.5294, -0.8522], [2.9217, 2.7110, -3.4383], [-3.8800, 1.3770, -0.5389], [-4.0816, -1.0239, -0.4779], [-2.6527, 1.2568, 0.2624], [-4.6476, 0.1536, -0.9046], [-3.0597, -1.0869, 0.5019], [-2.2084, 0.0339, 0.7737], [2.5648, 1.1640, 0.4569], [4.7371, 0.8607, -3.4831], [0.2193, 0.4546, 0.6963], [-1.6113, -3.8829, 2.2130], [-2.6818, -1.9355, 3.4480], [3.2112, 0.8489, -1.8856], [4.0506, 1.8684, -2.7072], [-1.9733, -2.4284, 2.1356], [-0.7201, -1.5715, 1.9075], [-0.8642, -0.0908, 1.5268], [4.4180, -0.6952, -0.7034], [1.2346, 3.2377, -0.5335], [1.0727, 3.7085, -3.0268], [2.9460, 2.8834, -4.5015], [-4.2839, 2.2993, -0.9362], [-4.4806, -2.0288, -0.7567], [-2.1193, 2.1518, 0.4143], [3.5426, 0.9450, 0.8402], [5.1535, 1.0451, -4.3441], [0.0086, 0.9195, -0.1997], [-0.5982, -4.0507, 1.7786], [-2.3960, -4.4582, 1.6566], [-1.5882, -4.4079, 3.2196], [-1.9157, -1.7657, 4.1719], [-3.2046, -0.9817, 3.3919], [-3.2273, -2.8297, 3.7546], [2.3841, 0.3155, -2.4898], [4.6568, 2.4720, -2.0577], [0.0475, -1.7845, 2.8445], [-0.1853, -1.9867, 1.0322], [-0.9543, 0.4454, 2.3786]], "forces_ev_per_angstrom": [[1.07, -1.06, 2.04], [0.23, -0.58, 1.14], [0.42, -0.22, -0.62], [1.13, 2.59, -1.24], [-0.12, 0.31, 2.31], [-0.14, -0.99, 1.37], [2.41, -2.96, 2.06], [1.86, -0.99, -1.78], [-0.82, 3.92, -1.84], [-0.49, -0.30, 2.15], [0.28, -2.65, 0.83], [-1.22, -1.64, 0.53], [-3.60, -0.71, -2.13], [3.85, 3.06, 0.03], [0.22, -0.35, 0.01], [-0.63, -0.99, -0.39], [0.10, -1.01, 0.84], [-0.83, 0.51, 1.36], [-0.13, 0.86, -2.97], [0.38, -2.18, 0.33], [0.73, -1.12, -0.81], [0.11, 0.44, -0.46], [-4.55, -1.03, -2.23], [-0.66, 1.58, 1.62], [2.87, -1.25, 0.34], [-1.20, -1.78, -2.06], [0.22, 0.08, -0.95], [-0.55, 0.40, 0.20], [-0.52, 0.51, -0.65], [0.18, 0.38, -0.09], [0.42, 0.19, 0.17], [0.12, 1.03, 0.18], [0.70, 0.89, 0.30], [-2.42, 0.23, -0.65], [1.52, -0.02, -0.91], [-0.27, -0.69, 0.73], [-0.86, -0.09, 0.04], [0.88, 0.44, 0.22], [-0.02, 1.23, -0.80], [0.64, -0.09, 0.70], [-0.48, -0.36, -0.42], [-0.74, 0.70, 0.34], [1.46, 0.61, 0.03], [0.65, 0.40, 0.39], [-2.08, 0.83, -2.37], [-0.12, -0.18, 0.31], [0.01, 2.04, 2.80]], "nbo_charge": [-0.668, -0.318, -0.187, -0.503, 0.786, -0.010, -0.291, -0.233, 0.232, -0.162, -0.285, -0.324, -0.185, 0.404, 0.343, -0.132, -0.657, -0.481, -0.640, -0.636, -0.636, -0.354, -0.076, 0.245, -0.434, -0.038, 0.207, 0.221, 0.214, 0.214, 0.225, 0.242, 0.216, 0.432, 0.391, 0.411, 0.221, 0.241, 0.222, 0.209, 0.222, 0.217, 0.260, 0.196, 0.257, 0.216, 0.206], "homo_lumo_gap_ha": 0.3128, "lumo_energy_ev": 0.168, "relative_energy_kcal_mol": 67.6, "smiles": "CC1(C)C[C@@H](NC(=O)NC2=CC=C[C@@H]3NN=C[C@@H]23)c2ccc(F)cc2O1", "molar_mass_g_mol": 356.4, "e_homo_ev": -8.34}